Molecular formula: C2H8N
Method: DFT, wB97M-V/def2-TZVPD

XYZ file:
```
11
Properties=species:S:1:pos:R:3:forces:R:3
C 1.1934 0.9614 1.6332 0.0 -0.5 0.1
N -0.4913 -1.0509 -1.4472 0.4 1.0 1.5
C -0.8390 0.0038 -0.4234 -0.2 -1.7 -3.8
H 0.6574 1.7316 2.1818 0.1 0.1 -0.1
H 2.1314 1.3089 1.2138 0.0 0.3 0.0
H 0.5629 0.5614 0.8264 0.3 0.2 0.5
H -0.4623 0.8742 -0.9411 -0.2 1.0 1.2
H 1.4172 0.1434 2.3157 0.0 0.0 0.1
H -1.3679 -1.3013 -1.8781 0.0 -0.8 0.1
H -1.8918 -0.1325 -0.2409 -0.3 0.8 1.0
H -0.0319 -1.8266 -0.9860 -0.2 -0.3 -0.4
```
Forces are in eV/Å.

Summary:
E_LUMO (alpha / beta)	1.12 / -0.03	eV
gap between HOMO and LUMO (alpha / beta)	9.967 / 9.486	eV
spin multiplicity	2
<S²>	0.7532
largest force on an atom	4.189	eV Å⁻¹
total energy	-135.631379	hartree